# 1
# C13H23ClIOP2Sn

C13H23ClIOP2Sn as an isolated structure in a non-equilibrium geometry (ωB97M-V/def2-TZVPD, the Open Molecules 2025 dataset).

Structure (XYZ):
```
42
Properties=species:S:1:pos:R:3:lowdin_charge:R:1
C 1.53 -0.85 -1.68 -0.484
I 1.84 1.33 -1.17 0.887
H 0.66 -1.53 -2.11 0.036
H 1.57 -1.17 -0.61 -0.061
H 2.48 -0.79 -2.26 -0.020
Sn -2.08 -1.62 -0.20 1.010
P -0.32 0.48 -3.61 0.874
C 1.10 0.65 -4.78 -0.239
C -1.01 -1.03 -4.41 -0.237
H -2.40 1.61 -3.59 0.030
H -1.73 1.80 -5.26 0.087
H -1.10 2.79 -3.91 0.064
C -1.50 1.80 -4.19 -0.202
H -1.92 -1.26 -3.84 -0.008
H -1.21 -0.93 -5.49 0.093
H 0.78 0.51 -5.82 0.087
H 1.84 -0.13 -4.54 0.052
H -0.29 -1.84 -4.27 0.054
H 1.53 1.64 -4.57 0.052
C 5.26 -0.54 -0.08 0.098
O 5.10 -0.79 -1.27 -0.072
Cl -3.73 -0.68 -1.71 -0.067
C 1.72 0.99 2.22 -0.282
P 0.33 -0.19 1.77 0.786
C 1.25 -1.70 2.32 -0.261
C -0.74 0.04 3.26 -0.336
C -0.47 -0.39 4.58 0.006
C -1.45 -0.19 5.59 0.048
C -2.64 0.54 5.32 0.088
C -2.86 1.00 4.00 0.027
C -1.87 0.84 3.01 -0.072
H 2.60 0.93 1.55 -0.003
H 2.03 0.81 3.26 0.069
H 1.34 2.01 2.06 0.047
H 2.04 -1.88 1.57 0.049
H 1.73 -1.53 3.29 0.051
H 0.59 -2.58 2.38 0.060
H 0.49 -0.86 4.77 0.122
H -1.27 -0.65 6.57 0.146
H -3.43 0.61 6.11 0.170
H -3.81 1.48 3.76 0.143
H -1.99 1.27 2.01 0.107
```

Results
HOMO energy (alpha / beta) = -18.4 / -18.4 eV
Total energy = -60900.420 eV
F_max = 8.6 eV/A
Kohn-Sham gap (alpha / beta) = 6.28 / 4.87 eV
Total charge = +3

---

# 2
# C13H23FNO6S

A 2-piece molecular cluster, C13H23FNO6S overall in a non-equilibrium geometry (ωB97M-V/def2-TZVPD, the Open Molecules 2025 dataset).

Structure (XYZ):
```
45
Properties=species:S:1:pos:R:3:lowdin_charge:R:1
C -1.21 -0.35 1.94 -0.126
S -1.08 0.96 0.60 0.748
O -1.96 0.53 -0.55 -0.370
O 0.37 1.05 0.17 -0.385
C -1.67 2.54 1.43 -0.084
C -3.04 2.91 1.65 -0.011
C -4.35 2.11 1.21 -0.134
C -4.97 1.16 2.35 -0.141
C -6.15 0.27 1.65 -0.158
F -6.47 -0.78 2.59 -0.110
C -3.00 4.33 2.44 -0.245
O -3.90 5.16 2.62 0.151
O -1.64 4.38 2.94 0.078
C -0.76 3.70 2.05 -0.314
O 0.44 3.87 1.79 0.132
H -1.71 -1.30 1.55 0.088
H -1.84 0.07 2.82 0.074
H -0.15 -0.50 2.35 0.077
H -5.15 2.90 0.95 0.142
H -4.14 1.52 0.26 0.110
H -5.49 1.84 3.11 0.130
H -4.24 0.41 2.80 0.108
H -7.10 0.89 1.47 0.132
H -5.83 -0.17 0.64 0.124
C 3.01 -3.22 -2.27 0.015
N 3.56 -1.82 -2.53 -0.350
C 2.98 -1.33 -3.85 0.014
C 5.06 -1.88 -2.65 0.017
C 3.11 -0.83 -1.43 -0.076
C 3.63 -1.16 -0.03 -0.213
O 3.19 -2.44 0.40 -0.071
H 3.12 -3.80 -3.19 0.110
H 3.60 -3.69 -1.49 0.100
H 1.96 -3.13 -2.00 0.117
H 3.29 -2.02 -4.64 0.110
H 3.36 -0.32 -4.04 0.114
H 1.89 -1.32 -3.76 0.116
H 5.47 -2.29 -1.73 0.105
H 5.43 -0.87 -2.82 0.117
H 5.31 -2.53 -3.49 0.115
H 2.02 -0.84 -1.44 0.133
H 3.46 0.16 -1.74 0.146
H 3.25 -0.41 0.67 0.133
H 4.73 -1.13 0.00 0.119
H 3.62 -2.64 1.24 0.113
```

Results
HOMO energy = -13.1 eV
Total energy = -41171.169 eV
F_max = 5.8 eV/A
Kohn-Sham gap = 9.42 eV
Total charge = +1

---

# 3
# C13H23IN13S4V

C13H23IN13S4V as an isolated structure (ωB97M-V/def2-TZVPD, the Open Molecules 2025 dataset).

Structure (XYZ):
```
55
Properties=species:S:1:pos:R:3:lowdin_spin:R:1
V 0.29 -0.08 0.43 0.957
N 2.21 -2.09 -2.03 0.000
C 1.41 -2.73 -1.17 0.001
N 0.77 -2.18 -0.17 0.004
C 0.01 -3.13 0.50 0.001
C 0.08 -4.39 0.02 0.002
S 1.13 -4.44 -1.34 -0.001
C -0.75 -2.67 1.66 0.002
C -1.52 -3.40 2.50 0.001
S -2.11 -2.40 3.77 -0.001
C -1.27 -1.05 3.10 0.002
N -0.64 -1.32 1.98 0.004
N -1.28 0.17 3.69 0.000
H 2.28 -1.07 -1.99 0.001
H 2.68 -2.58 -2.77 0.000
H -0.41 -5.27 0.38 0.000
H -1.76 -4.45 2.45 0.000
H -1.66 0.23 4.62 0.000
H -0.42 0.70 3.54 0.000
C -3.35 3.20 -4.07 0.000
C -3.21 1.86 -3.44 0.000
N -3.89 0.80 -3.75 0.000
N -3.42 -0.15 -2.91 0.000
C -2.46 0.29 -2.08 -0.002
S -1.65 -0.69 -0.94 -0.004
N -2.33 1.58 -2.43 0.000
N -1.54 2.53 -1.75 0.000
H -4.12 3.14 -4.84 0.000
H -2.42 3.52 -4.53 0.000
H -3.64 3.95 -3.33 0.000
H -3.76 -1.10 -2.96 0.000
H -0.64 2.08 -1.54 0.001
H -1.33 3.26 -2.42 0.000
N 1.73 0.27 3.20 0.000
N 2.01 0.35 1.79 -0.001
H 2.52 0.63 3.73 0.000
H 1.65 -0.72 3.42 0.000
H 2.86 -0.15 1.55 0.000
H 2.15 1.34 1.57 0.000
I 1.86 1.35 -1.43 0.010
C 1.13 5.11 3.87 0.000
C 0.97 5.08 2.35 0.000
C 0.12 3.94 1.90 0.002
N 0.58 2.78 1.59 0.000
N -0.40 1.86 1.25 0.005
C -1.61 2.36 1.34 0.009
N -2.74 1.67 1.16 0.005
S -1.62 4.03 1.82 0.001
H 1.76 5.95 4.16 0.000
H 1.59 4.19 4.22 0.000
H 0.17 5.23 4.36 0.000
H 1.94 4.97 1.86 0.000
H 0.53 6.02 1.99 0.000
H -2.67 0.77 0.69 0.000
H -3.61 2.16 1.11 0.000
```

Results
Spin multiplicity = 2
ΔE to the lowest compared entry with this formula, charge and spin = 0.0 kcal/mol
HOMO energy (alpha / beta) = -9.4 / -8.8 eV
Total energy = -110352.409 eV
F_max = 0.3 eV/A
Kohn-Sham gap (alpha / beta) = 7.47 / 6.91 eV
Total charge = +1
<S²> = 0.75

---

# 4
# C13H23N4O5S2

An isolated ion of composition C13H23N4O5S2 and charge -1 in a non-equilibrium geometry (ωB97M-V/def2-TZVPD, the Open Molecules 2025 dataset).

Structure (XYZ):
```
47
Properties=species:S:1:pos:R:3:lowdin_charge:R:1
C 4.46 -1.83 -0.28 -0.157
C 3.34 -1.85 -1.52 -0.252
C 2.39 -0.53 -1.32 -0.188
C 0.76 -0.85 -1.54 -0.175
O 0.05 0.37 -1.16 -0.214
N -1.15 0.11 -0.60 -0.229
C -2.18 0.77 -1.49 -0.185
C -3.44 -0.26 -1.85 -0.421
S -2.87 -1.98 -2.37 0.835
C -2.86 -3.13 -0.89 -0.447
N -2.15 -4.43 -0.60 -0.064
N -2.45 -4.89 0.70 -0.046
C -3.41 -3.89 1.32 -0.036
O -3.66 -2.84 0.32 -0.137
C -1.25 0.55 0.84 -0.533
S -0.32 -0.79 1.84 0.764
C -0.72 2.07 1.15 -0.110
C 0.90 2.23 1.33 -0.313
O 1.39 1.92 2.71 -0.149
C 1.22 3.87 1.14 -0.238
N 2.67 4.16 0.86 -0.054
C -2.81 0.49 1.43 -0.413
O -3.24 -0.52 2.24 -0.181
O -3.83 1.54 1.16 -0.265
H 4.02 -2.43 0.64 0.083
H 4.70 -0.71 0.04 0.077
H 5.46 -2.33 -0.65 0.068
H 2.76 -2.87 -1.57 0.112
H 3.97 -1.77 -2.53 0.102
H 2.48 -0.18 -0.19 0.082
H 2.77 0.37 -1.97 0.120
H 0.58 -1.16 -2.68 0.129
H 0.43 -1.78 -0.91 0.118
H -1.65 0.96 -2.54 0.136
H -2.56 1.81 -1.12 0.122
H -4.18 -0.30 -0.94 0.096
H -4.03 0.23 -2.77 0.098
H -3.92 -3.83 2.37 0.142
H 0.95 -1.00 1.24 -0.121
H -1.12 2.82 0.33 0.121
H -1.21 2.42 2.18 0.150
H 1.55 1.70 0.51 0.123
H 0.65 1.53 3.26 0.078
H 0.46 4.35 0.37 0.117
H 0.94 4.34 2.19 0.128
H 3.25 3.58 1.50 0.068
H 2.86 3.95 -0.15 0.059
```

Results
ΔE to the lowest compared entry with this formula, charge and spin = 201.1 kcal/mol
HOMO energy = -4.9 eV
Total energy = -51711.725 eV
F_max = 7.7 eV/A
Kohn-Sham gap = 7.51 eV
Total charge = -1

---

# 5
# C13H23N7O2

One molecule with the formula C13H23N7O2 in a non-equilibrium geometry (ωB97M-V/def2-TZVPD, the Open Molecules 2025 dataset).

Structure (XYZ):
```
45
Properties=species:S:1:pos:R:3:lowdin_charge:R:1
C 1.64 -2.73 -2.31 -0.097
C 1.20 -2.30 -0.89 -0.396
C 1.36 -3.57 0.06 -0.078
C -0.32 -1.89 -0.79 -0.106
C -0.70 -1.19 0.57 -0.172
N -0.18 0.21 0.53 0.109
C 0.35 0.90 1.55 -0.392
O 0.64 0.46 2.68 0.030
C 1.17 2.13 0.95 -0.245
C 2.71 2.08 1.29 -0.063
C 3.44 2.15 -0.16 -0.147
C 2.40 1.84 -1.18 -0.176
N 1.11 2.30 -0.49 -0.064
C -2.18 -1.15 0.68 -0.281
N -2.81 -2.12 1.27 0.065
N -4.07 -1.82 1.41 0.001
N -4.23 -0.72 0.84 -0.002
N -3.14 -0.34 0.20 -0.031
C -3.03 0.91 -0.53 -0.004
C -3.30 2.13 0.36 -0.489
N -3.95 2.05 1.55 0.144
O -3.04 3.31 0.07 0.014
H 1.08 -3.64 -2.64 0.090
H 2.67 -2.92 -2.42 0.048
H 1.33 -1.98 -3.11 0.088
H 1.88 -1.53 -0.56 0.105
H 2.35 -4.10 -0.29 0.103
H 0.53 -4.33 -0.08 0.091
H 1.51 -3.22 1.11 0.072
H -0.98 -2.78 -0.96 0.134
H -0.60 -1.19 -1.57 0.102
H -0.44 -1.74 1.44 0.134
H -0.06 0.72 -0.33 0.090
H 0.91 3.06 1.49 0.146
H 2.89 1.14 1.78 0.092
H 2.97 2.96 1.87 0.101
H 4.10 1.36 -0.17 0.073
H 3.87 3.10 -0.25 0.087
H 2.60 2.29 -2.13 0.102
H 2.19 0.75 -1.44 0.114
H 0.95 3.32 -0.74 0.148
H -2.06 1.13 -0.85 0.091
H -3.77 0.87 -1.37 0.160
H -4.48 1.21 1.79 0.071
H -4.51 2.91 1.77 0.136
```

Results
HOMO energy = -9.3 eV
Total energy = -28377.422 eV
F_max = 5.1 eV/A
Kohn-Sham gap = 9.82 eV
Total charge = 0